Entry 1:
C30H44Br10O as an isolated structure in a non-equilibrium geometry. Source: the OMol25 dataset; level of theory: the ωB97M-V functional and the def2-TZVPD basis.

XYZ file:
```
85
Properties=species:S:1:pos:R:3:mulliken_charge:R:1
Br -1.487 -4.371 -3.076 -0.223
C 0.225 -3.411 -2.869 -0.110
C 0.032 -2.006 -3.377 -0.362
Br 1.858 -1.237 -3.275 -0.150
H 0.986 -3.965 -3.417 0.535
H 0.602 -3.416 -1.847 -0.073
H -0.557 -1.396 -2.692 -1.167
H -0.238 -1.925 -4.430 0.545
Br -2.960 -5.001 0.038 -0.244
C -1.483 -3.833 0.647 -0.057
C -1.919 -2.943 1.862 0.456
Br -0.259 -2.138 2.563 0.223
H -0.990 -3.230 -0.116 -1.034
H -0.759 -4.561 1.012 0.666
H -2.370 -3.476 2.700 0.805
H -2.642 -2.161 1.630 0.308
Br 3.380 -4.620 -0.739 -0.225
C 4.294 -2.839 -0.782 -0.893
C 3.236 -1.766 -1.128 1.058
Br 3.947 0.027 -1.008 -0.050
H 5.099 -2.864 -1.516 0.484
H 4.776 -2.634 0.175 0.455
H 2.393 -1.931 -0.457 -0.951
H 2.889 -1.929 -2.148 0.351
Br 0.594 -2.314 -0.573 0.041
C 0.125 -0.410 -1.003 -0.187
C -0.491 0.218 0.262 1.071
Br -1.245 2.035 -0.071 0.166
H -0.579 -0.404 -1.835 1.237
H 0.985 0.163 -1.350 0.204
H 0.187 0.255 1.114 -0.726
H -1.315 -0.430 0.561 -1.211
Br 2.206 0.000 1.435 0.013
C 1.819 -0.981 3.086 -0.246
C 0.875 -0.121 3.967 0.690
Br 0.465 -1.146 5.578 -0.034
H 2.739 -1.350 3.540 0.627
H 1.321 -1.928 2.875 0.013
H -0.055 0.074 3.435 -2.192
H 1.228 0.854 4.305 0.729
C -2.481 -0.568 -2.854 -0.344
C -2.642 0.443 -1.956 -1.326
C -3.128 0.098 -0.643 -2.078
C -3.217 -1.243 -0.296 -0.494
C -2.992 -2.287 -1.208 -1.375
C -2.658 -1.888 -2.485 0.270
H -2.140 -0.307 -3.845 0.198
H -2.481 1.509 -2.015 0.537
H -3.266 0.882 0.087 1.688
H -3.565 -1.440 0.707 2.155
H -3.160 -3.309 -0.903 0.610
H -2.374 -2.589 -3.256 0.931
C -2.686 -0.059 2.262 1.204
C -1.820 -0.029 3.377 -1.517
C -1.527 1.152 4.030 -0.242
C -2.065 2.385 3.509 -1.182
C -2.904 2.273 2.386 -0.251
C -3.276 1.085 1.794 -1.024
H -2.785 -0.948 1.658 -1.845
H -1.290 -0.909 3.709 1.647
H -0.808 1.206 4.834 0.579
H -1.947 3.372 3.933 0.482
H -3.291 3.195 1.978 0.410
H -3.972 1.015 0.971 0.660
C 2.903 4.552 -3.127 -0.496
C 3.491 3.360 -3.592 -1.083
C 3.101 2.188 -2.979 -0.246
C 2.152 2.177 -1.959 2.285
C 1.463 3.354 -1.676 0.236
C 1.900 4.516 -2.229 -1.155
H 3.161 5.518 -3.535 0.366
H 4.347 3.344 -4.251 0.369
H 3.553 1.282 -3.354 0.287
H 1.880 1.248 -1.481 -1.021
H 0.619 3.295 -1.005 0.366
H 1.390 5.435 -1.981 0.330
C 0.891 2.433 1.805 0.861
C 0.234 3.713 1.277 -1.246
O 1.156 4.608 0.814 -0.582
H 0.237 1.625 2.133 -0.817
H 1.539 2.683 2.645 0.440
H 1.593 1.996 1.095 -0.032
H -0.461 4.152 1.993 0.187
H -0.468 3.445 0.487 0.305
H 0.885 5.146 0.067 0.408
```

Calculated values
**DFT total energy**: -26984.0683 hartree
**Charge**: 0
**HOMO-LUMO gap**: 0.2951 hartree


Entry 2:
A 11-piece molecular cluster, C30H44Cl6O24 overall in a non-equilibrium geometry. Source: the OMol25 dataset; level of theory: the ωB97M-V functional and the def2-TZVPD basis.

XYZ file:
```
104
Properties=species:S:1:pos:R:3:mulliken_charge:R:1
O 2.170 -2.308 -2.760 -0.451
C 1.773 -1.396 -3.397 0.573
O 2.370 -0.895 -4.506 -0.437
C 1.495 0.032 -5.151 -0.394
C 0.262 0.092 -4.234 0.712
O 0.668 -0.677 -3.090 -0.137
H 1.947 1.016 -5.279 0.243
H 1.289 -0.344 -6.153 0.289
H -0.668 -0.283 -4.654 0.363
H 0.103 1.112 -3.883 -0.691
O -1.890 -2.841 5.424 -0.587
C -1.908 -1.788 4.869 0.508
O -2.672 -0.746 5.244 -0.419
C -2.316 0.412 4.486 -0.360
C -1.360 -0.121 3.408 0.873
O -1.197 -1.494 3.776 0.034
H -3.171 0.878 4.009 0.391
H -1.813 1.098 5.166 0.246
H -0.358 0.299 3.425 -0.310
H -1.755 0.053 2.415 -0.422
O 1.026 0.393 5.329 -0.512
C 1.996 -0.004 4.785 0.539
O 2.091 -1.240 4.223 -0.196
C 3.184 -1.220 3.317 0.394
C 4.097 -0.177 3.964 -0.415
O 3.132 0.677 4.585 -0.353
H 3.575 -2.232 3.232 0.194
H 2.951 -0.914 2.289 -0.253
H 4.744 0.426 3.340 0.344
H 4.710 -0.674 4.722 0.257
O 0.091 -2.617 0.228 -0.554
C -0.060 -1.459 0.010 0.742
O -1.244 -0.874 -0.268 -0.572
C -0.994 0.477 -0.643 1.578
C 0.458 0.761 -0.248 1.641
O 0.919 -0.539 0.139 -0.533
H -1.216 0.562 -1.715 -0.224
H -1.741 1.175 -0.269 -1.095
H 0.428 1.436 0.605 -0.338
H 0.973 1.080 -1.145 -0.826
O 5.540 -5.485 1.672 -0.563
C 4.733 -4.966 0.979 0.618
O 3.906 -3.976 1.345 -0.294
C 3.026 -3.600 0.234 0.850
C 3.523 -4.498 -0.901 -0.359
O 4.598 -5.252 -0.343 -0.369
H 2.031 -3.841 0.581 -0.649
H 3.159 -2.526 0.144 0.202
H 3.788 -3.848 -1.729 0.333
H 2.765 -5.228 -1.174 0.264
O -0.505 3.005 -2.828 -0.149
C -0.796 4.050 -3.316 0.220
O 0.050 4.846 -3.998 -0.354
C -0.620 6.032 -4.444 -0.422
C -2.026 5.923 -3.818 -0.394
O -2.038 4.573 -3.304 -0.200
H -0.059 6.901 -4.116 0.274
H -0.650 5.987 -5.532 0.284
H -2.795 5.969 -4.579 0.336
H -2.120 6.585 -2.963 0.277
O -3.564 1.497 1.022 -0.468
C -4.000 2.114 0.116 0.646
O -4.180 3.450 0.128 -0.368
C -4.728 3.866 -1.135 -0.245
C -4.408 2.659 -2.011 0.185
O -4.401 1.597 -1.070 -0.298
H -5.789 4.070 -1.008 0.302
H -4.198 4.747 -1.486 0.135
H -3.485 2.788 -2.573 -0.178
H -5.195 2.493 -2.747 0.368
O -6.438 -3.235 1.079 -0.547
C -5.328 -3.628 0.994 0.513
O -4.237 -2.848 0.914 -0.278
C -3.037 -3.626 0.863 0.489
C -3.587 -5.082 0.715 -0.235
O -4.994 -4.940 0.921 -0.378
H -2.572 -3.333 -0.072 -0.064
H -2.374 -3.541 1.716 -0.022
H -3.224 -5.714 1.520 0.253
H -3.406 -5.455 -0.289 0.270
Cl 3.026 3.047 -1.460 -0.151
C 3.188 2.928 -3.243 0.075
C 4.306 2.009 -3.685 -0.110
Cl 5.830 2.268 -2.824 -0.182
H 3.325 3.948 -3.588 0.467
H 2.222 2.561 -3.585 -0.407
H 4.511 2.277 -4.723 0.341
H 4.036 0.959 -3.628 -0.039
Cl -0.800 6.174 -0.200 -0.182
C -0.091 5.428 1.274 -0.548
C -0.345 3.957 1.223 0.161
Cl 0.472 3.158 2.609 -0.160
H -0.467 5.885 2.183 0.408
H 0.974 5.630 1.191 0.339
H 0.031 3.527 0.296 -0.096
H -1.396 3.695 1.326 0.137
Cl 1.707 -6.527 1.188 -0.167
C 0.474 -5.574 2.073 0.328
C 1.033 -5.002 3.341 0.422
Cl 1.371 -6.314 4.511 -0.217
H -0.414 -6.177 2.246 0.450
H 0.178 -4.791 1.373 -0.561
H 0.411 -4.270 3.856 -0.062
H 1.962 -4.463 3.146 -0.071
```

Calculated values
**DFT total energy**: -5736.5511 hartree
**SMILES**: O=C1OCCO1.O=C1OCCO1.O=C1OCCO1.O=C1OCCO1.O=C1OCCO1.O=C1OCCO1.O=C1OCCO1.O=C1OCCO1.ClCCCl.ClCCCl.ClCCCl
**ΔE to the lowest compared entry with this formula, charge and spin**: 0.000 eV
**Charge**: 0
**HOMO-LUMO gap**: 0.3465 hartree


Entry 3:
A 2-piece molecular cluster, C30H44ClNO6S overall in a non-equilibrium geometry. Source: the OMol25 dataset; level of theory: the ωB97M-V functional and the def2-TZVPD basis.

XYZ file:
```
83
Properties=species:S:1:pos:R:3:mulliken_charge:R:1
C -3.260 1.189 3.124 -1.096
C -4.363 0.418 2.373 -0.356
C -4.140 0.369 0.836 -0.263
O -4.426 -0.876 0.220 -0.489
C -3.629 -1.948 0.660 -0.674
C -2.177 -1.722 1.075 0.849
C -1.142 -1.213 0.040 -0.710
C -0.579 0.215 0.306 -0.516
C 0.971 0.254 0.371 -0.779
C 1.450 1.491 1.189 -0.484
C 2.276 2.435 0.279 -0.851
C 2.966 3.539 1.111 -0.533
C 4.219 2.925 1.809 -0.501
C 5.544 3.302 1.143 -0.647
O 6.044 4.592 1.513 -0.321
C 6.327 4.696 2.852 0.724
C 7.355 3.797 3.519 -0.978
O 5.721 5.516 3.518 -0.560
O -1.777 -3.103 1.324 -0.545
C -2.467 -3.993 0.493 0.554
Cl -1.166 -4.521 -0.671 -0.113
C -3.124 -5.124 1.294 -0.938
S -2.017 -6.067 2.371 0.991
O -0.663 -6.046 1.914 -0.557
O -2.213 -5.668 3.733 -0.623
C -3.686 -3.246 -0.210 -0.097
C -3.607 -2.944 -1.703 -1.293
C -4.122 -4.049 -2.618 0.644
C -4.984 -3.686 -3.638 -0.461
C -5.473 -4.597 -4.539 -0.690
C -5.111 -5.923 -4.451 -0.372
C -4.285 -6.306 -3.424 -1.045
C -3.799 -5.387 -2.527 0.156
H -2.256 0.806 2.918 0.157
H -3.286 2.260 2.893 0.355
H -3.419 1.098 4.205 0.356
H -5.279 0.994 2.556 0.429
H -4.538 -0.563 2.823 0.260
H -3.142 0.765 0.594 0.105
H -4.848 1.079 0.396 0.488
H -4.105 -2.305 1.594 0.343
H -2.058 -1.246 2.051 0.215
H -1.495 -1.266 -0.993 -0.159
H -0.294 -1.898 0.106 0.658
H -1.006 0.712 1.180 -0.190
H -0.865 0.831 -0.559 0.289
H 1.345 0.396 -0.650 0.346
H 1.397 -0.687 0.733 0.488
H 2.035 1.144 2.048 0.370
H 0.619 2.098 1.566 0.308
H 1.597 2.895 -0.452 0.358
H 3.017 1.828 -0.255 0.409
H 3.280 4.340 0.434 0.103
H 2.300 3.904 1.898 0.416
H 4.141 1.831 1.733 0.392
H 4.176 3.152 2.881 0.399
H 5.376 3.303 0.052 0.307
H 6.265 2.492 1.332 0.252
H 7.430 4.135 4.554 0.351
H 7.065 2.742 3.551 0.291
H 8.356 3.874 3.083 0.305
H -3.679 -5.805 0.638 0.545
H -3.875 -4.683 1.960 0.365
H -2.466 -7.359 2.279 0.149
H -4.602 -3.728 0.135 0.654
H -4.248 -2.071 -1.879 0.491
H -2.608 -2.658 -2.040 0.302
H -5.270 -2.640 -3.733 0.361
H -6.120 -4.221 -5.327 0.363
H -5.480 -6.632 -5.185 0.380
H -4.007 -7.355 -3.370 0.368
H -3.147 -5.750 -1.739 0.265
C 4.787 5.727 -4.383 -0.133
C 4.735 6.338 -3.141 -0.799
C 4.779 5.535 -2.012 -0.096
N 4.865 4.205 -2.052 -0.122
C 4.913 3.636 -3.257 -0.179
C 4.879 4.346 -4.446 -0.668
H 4.756 6.318 -5.289 0.369
H 4.662 7.412 -3.048 0.374
H 4.745 5.969 -1.018 0.413
H 4.981 2.553 -3.258 0.399
H 4.923 3.830 -5.396 0.375
```

Calculated values
**DFT total energy**: -2534.0061 hartree
**SMILES**: CCCO[C@@H]1[C@H](CCCCCCCCOC(C)=O)O[C@@](Cl)(C[SH](=O)=O)[C@@H]1Cc1ccccc1.c1ccncc1
**Charge**: 0
**HOMO-LUMO gap**: 0.3550 hartree


Question: Among the records above, which one has the lowest DFT total energy?
Answer: C30H44Br10O


Question: Number 3 is which compound?
Answer: C30H44ClNO6S


Question: Which of these has the highest DFT total energy?
Answer: C30H44ClNO6S


Question: Which value of HOMO-LUMO gap does entry 1 give?
Answer: 0.2951 hartree